Below is a 8-piece molecular cluster, C16H53N4O7 overall at a distorted geometry, with properties calculated with ωB97M-V with the def2-TZVPD basis set.

The LUMO energy is -2.1 eV. The total charge is +1. As for the relative energy (zero: lowest compared OMol25 entry of this formula, charge and spin): 61.04 kcal per mole. The calculation puts the total energy at -1386.3475 hartree. As for the HOMO energy: -11.532 eV.

Geometry as XYZ:
```
80
C16H53N4O7, DFT ωB97M-V with the def2-TZVPD basis set
N -25.733 -20.852 17.863
H -26.040 -21.733 17.434
H -24.664 -20.740 17.686
H -25.956 -20.712 18.747
H -26.028 -20.083 17.145
C -30.266 -21.655 18.173
C -29.612 -21.174 19.461
C -28.869 -22.406 20.199
O -29.726 -23.470 20.555
C -30.451 -23.353 21.721
N -28.548 -20.216 19.000
H -30.952 -22.443 18.357
H -29.636 -21.803 17.384
H -30.763 -20.731 17.945
H -30.462 -20.710 20.112
H -28.305 -22.074 20.991
H -28.090 -22.977 19.734
H -31.037 -24.248 21.693
H -31.050 -22.645 21.861
H -29.872 -23.378 22.665
H -28.996 -19.424 18.842
H -28.060 -19.881 19.874
C -23.480 -21.318 20.965
C -24.578 -22.144 21.398
C -25.614 -21.394 22.308
O -24.983 -20.721 23.440
C -24.860 -21.515 24.583
N -25.397 -22.698 20.349
H -23.708 -20.336 20.531
H -22.698 -21.781 20.140
H -22.919 -20.921 21.774
H -24.152 -22.949 22.011
H -26.323 -22.183 22.668
H -26.277 -20.619 21.762
H -25.971 -21.605 24.753
H -24.361 -20.832 25.346
H -24.315 -22.480 24.655
H -25.872 -23.671 20.729
H -24.931 -23.056 19.593
C -28.424 -16.421 15.053
C -28.039 -17.697 15.770
C -28.500 -18.927 14.967
O -29.904 -18.973 14.790
C -30.146 -19.953 13.788
N -26.669 -17.743 16.061
H -28.423 -15.522 15.572
H -29.149 -16.311 14.638
H -27.800 -16.439 14.092
H -28.625 -17.763 16.744
H -28.253 -19.834 15.570
H -27.895 -19.223 13.900
H -29.730 -19.512 12.719
H -31.126 -20.369 13.743
H -29.476 -20.818 13.917
H -26.035 -17.956 15.464
H -26.523 -16.771 16.036
C -21.648 -19.893 15.975
O -22.805 -19.396 16.650
H -22.120 -20.183 15.055
H -21.166 -20.824 16.307
H -20.801 -19.119 15.715
H -22.436 -18.844 17.389
C -25.761 -17.546 19.246
O -25.970 -18.655 20.138
H -25.290 -16.698 19.724
H -26.594 -16.798 19.230
H -25.202 -17.629 18.448
H -25.940 -18.223 21.052
C -22.523 -23.631 17.484
O -23.986 -23.407 17.558
H -22.372 -23.787 16.517
H -22.438 -24.540 18.243
H -21.912 -22.971 18.026
H -24.367 -23.979 17.182
C -27.199 -23.028 14.589
O -26.539 -21.815 15.003
H -27.692 -22.934 13.572
H -27.926 -23.326 15.197
H -26.347 -23.893 14.560
H -26.464 -21.295 14.187
```

Löwdin population analysis, charges in e, atoms 1 to 2: N 0.315; H 0.110

***

Below is a 14-piece molecular cluster, C19H66N2O14 overall at a distorted geometry, with properties calculated with ωB97M-V with the def2-TZVPD basis set.

The LUMO energy is 0.1 eV. The total charge is 0. As for the relative energy (zero: lowest compared OMol25 entry of this formula, charge and spin): 19.74 kcal per mole. The calculation puts the total energy at -1926.1056 hartree. As for the HOMO energy: -9.102 eV.

Geometry as XYZ:
```
101
C19H66N2O14, DFT ωB97M-V with the def2-TZVPD basis set
C 1.191 3.375 0.815
C 0.209 4.399 1.375
O -0.967 4.350 0.630
H 0.761 2.432 0.665
H 2.097 3.267 1.466
H 1.426 3.771 -0.204
H 0.718 5.313 1.367
H -0.064 3.884 2.297
H -1.453 3.540 0.936
C -4.126 0.553 -2.844
C -2.651 0.284 -2.604
O -1.857 1.421 -2.732
H -4.396 1.446 -2.240
H -4.630 -0.356 -2.652
H -4.379 0.615 -3.870
H -2.321 -0.521 -3.287
H -2.504 -0.033 -1.631
H -1.883 1.715 -3.632
C 3.372 -0.077 1.831
C 4.004 0.231 3.149
O 4.968 1.240 2.980
H 2.632 0.701 1.554
H 2.789 -0.986 1.764
H 4.056 -0.228 0.988
H 4.517 -0.625 3.459
H 3.348 0.575 3.940
H 5.333 1.462 3.843
C 0.790 -0.061 4.423
C 0.373 1.207 3.643
O -0.206 2.105 4.610
H 1.672 -0.093 5.098
H 1.073 -0.789 3.624
H -0.108 -0.462 4.994
H -0.323 0.995 2.844
H 1.223 1.762 3.209
H -0.650 2.815 4.124
C 2.547 1.431 -1.581
C 3.416 0.284 -1.872
O 3.241 -0.366 -3.136
H 2.847 1.784 -0.600
H 1.495 1.149 -1.623
H 2.808 2.255 -2.254
H 3.110 -0.461 -1.202
H 4.438 0.490 -1.695
H 2.337 -0.638 -3.193
C 0.321 3.831 -3.209
O 0.492 2.795 -4.104
N -0.413 3.592 -2.162
N 0.806 5.043 -3.415
H -0.810 2.631 -2.199
H -0.609 4.143 -1.372
H 1.404 5.144 -4.289
H 0.439 5.890 -2.991
C -1.662 -4.372 -2.169
O -0.461 -4.212 -1.442
H -1.927 -3.450 -2.643
H -2.480 -4.586 -1.568
H -1.551 -5.150 -2.924
H -0.526 -3.464 -0.875
C -2.950 1.626 0.476
O -2.508 2.244 1.651
H -2.289 1.963 -0.322
H -4.002 1.832 0.224
H -2.741 0.577 0.381
H -2.926 1.718 2.375
C 0.767 -3.161 2.242
O 0.199 -3.225 3.518
H 0.884 -2.069 1.998
H 0.222 -3.674 1.433
H 1.739 -3.598 2.212
H -0.555 -2.623 3.550
C 2.948 -3.010 -0.387
O 4.214 -2.754 0.290
H 2.140 -2.309 -0.305
H 2.441 -3.901 0.021
H 3.136 -3.302 -1.397
H 4.867 -2.584 -0.361
C -3.888 -2.223 -0.565
O -5.087 -2.911 -0.069
H -2.999 -2.515 -0.054
H -4.108 -1.214 -0.377
H -3.752 -2.332 -1.616
H -5.863 -2.372 -0.120
C 0.269 -0.694 -3.976
O 0.678 -1.422 -2.866
H -0.522 -1.343 -4.461
H 1.100 -0.683 -4.688
H 0.114 0.336 -3.667
H 0.914 -2.362 -3.147
C -2.598 -2.366 2.558
O -2.097 -1.448 3.518
H -3.618 -2.005 2.210
H -2.579 -3.390 2.888
H -1.891 -2.289 1.760
H -2.514 -1.708 4.348
C -0.101 -0.438 0.172
O -0.390 -1.634 -0.511
H 1.018 -0.313 0.193
H -0.483 -0.391 1.225
H -0.373 0.463 -0.323
H -0.121 -1.508 -1.435
```

Löwdin population analysis, charges in e, atoms 1 to 2: C -0.100; C -0.292

***

Below is C9H17Br2I as an isolated structure at a distorted geometry, with properties calculated with ωB97M-V with the def2-TZVPD basis set.

The LUMO energy (alpha / beta) is -0.6 / 0.1 eV. The total charge is 0. As for the relative energy (zero: lowest compared OMol25 entry of this formula, charge and spin): 63.21 kcal per mole. The calculation puts the total energy at -5798.6756 hartree. As for the HOMO energy (alpha / beta): -7.668 / -8.251 eV.

Geometry as XYZ:
```
29
C9H17Br2I, DFT ωB97M-V with the def2-TZVPD basis set
C 0.950 3.568 -1.017
C -1.691 -1.050 -1.255
C -1.407 -1.354 1.167
C -0.819 -3.238 -0.362
C 0.864 1.426 1.855
C 0.526 2.115 -0.592
C -0.807 -1.676 -0.207
C 1.381 1.376 0.357
C 0.708 -1.242 -0.169
Br 1.648 -1.419 -1.793
Br 1.759 -2.106 1.239
I 3.406 0.854 0.259
H 0.151 4.272 -1.272
H 1.579 3.652 -1.902
H 1.569 4.046 -0.328
H -1.351 -1.313 -2.243
H -2.644 -1.456 -1.098
H -1.629 -0.048 -1.041
H -0.613 -0.763 1.684
H -1.533 -2.411 1.707
H -2.249 -0.658 1.179
H -0.037 -3.334 -1.149
H -0.376 -3.667 0.563
H -1.781 -3.613 -0.691
H 0.837 0.463 2.329
H -0.114 1.947 1.973
H 1.563 1.993 2.462
H -0.407 2.129 -0.126
H 0.517 1.507 -1.527
```

Löwdin population analysis, charges in e, atoms 1 to 2: C -0.079; C -0.059